{
  "formula": "C40H79N3O14",
  "method": "wB97M-V/def2-TZVPD",
  "elements": ["C", "C", "O", "N", "C", "C", "C", "C", "C", "C", "C", "C", "C", "N", "C", "C", "C", "C", "C", "C", "C", "O", "C", "C", "C", "O", "O", "C", "N", "O", "H", "H", "H", "H", "H", "H", "H", "H", "H", "H", "H", "H", "H", "H", "H", "H", "H", "H", "H", "H", "H", "H", "H", "H", "H", "H", "H", "H", "H", "H", "H", "H", "H", "H", "H", "H", "H", "C", "O", "C", "C", "O", "C", "C", "O", "C", "H", "H", "H", "H", "H", "H", "H", "H", "H", "H", "H", "H", "H", "H", "C", "O", "C", "C", "O", "C", "C", "O", "C", "H", "H", "H", "H", "H", "H", "H", "H", "H", "H", "H", "H", "H", "H", "C", "O", "C", "C", "O", "C", "C", "O", "C", "H", "H", "H", "H", "H", "H", "H", "H", "H", "H", "H", "H", "H", "H"],
  "xyz": [[-2.305721, -1.371238, -0.218881], [-1.083094, -2.146195, 0.234915], [-0.909463, -3.279670, -0.174188], [-0.155482, -1.485425, 1.115679], [0.256388, -2.346590, 2.219730], [1.021904, -1.084679, 0.292620], [1.486251, 0.291679, 0.785958], [0.430023, 1.398247, 0.490524], [-0.279295, 1.770286, 1.799640], [-1.104894, 3.085798, 1.748423], [-1.684904, 3.507168, 3.114328], [-1.685588, 2.420005, 4.203512], [-1.888299, 3.143989, 5.551033], [-0.633921, 3.773991, 5.955912], [0.268978, 2.920288, 6.730461], [1.474445, 2.548941, 5.875414], [2.442349, 3.485671, 5.598278], [3.506680, 3.189976, 4.799899], [3.661427, 1.945704, 4.239093], [2.732308, 0.978810, 4.529494], [1.666649, 1.293680, 5.334550], [0.766646, 0.276394, 5.548717], [-2.292938, 2.789385, 0.800737], [-2.964807, 4.042966, 0.211763], [-3.576764, 3.644395, -1.165801], [-4.041179, 4.548340, 1.008598], [-0.297106, 4.112706, 1.107238], [0.824392, 4.469390, 1.793549], [2.054460, 3.811063, 1.512785], [0.817297, 5.393653, 2.587644], [-2.893659, -1.015364, 0.632521], [-2.022623, -0.473281, -0.781106], [-2.910239, -2.000667, -0.868754], [0.404281, -3.393054, 1.918013], [-0.461223, -2.326456, 3.044079], [1.218139, -2.016722, 2.620598], [0.723385, -0.983206, -0.756585], [1.805236, -1.847276, 0.374127], [1.615072, 0.194405, 1.871711], [2.475577, 0.561689, 0.400101], [-0.267128, 0.950111, -0.224025], [0.921052, 2.237459, 0.002485], [-0.994271, 0.971708, 2.027342], [0.425031, 1.784957, 2.639649], [-2.733589, 3.775145, 2.949493], [-1.218440, 4.401975, 3.533631], [-2.534350, 1.741465, 4.060385], [-0.745234, 1.882043, 4.305161], [-2.674690, 3.901471, 5.492908], [-2.185959, 2.400364, 6.312005], [-0.787696, 4.656333, 6.420002], [-0.219417, 2.045214, 7.180121], [0.637454, 3.527173, 7.564293], [2.376620, 4.487296, 6.009751], [4.266471, 3.932738, 4.579210], [4.478613, 1.684897, 3.576982], [2.797207, -0.022998, 4.120897], [-0.023300, 0.622097, 5.974358], [-3.017328, 2.235231, 1.409572], [-2.009577, 2.134562, -0.023961], [-2.284392, 4.865035, -0.003599], [-3.831004, 4.559031, -1.704292], [-2.795312, 3.136134, -1.737704], [-4.437021, 2.983989, -1.024586], [-4.792508, 3.963919, 0.866346], [2.114165, 2.918220, 1.994685], [2.775241, 4.397801, 1.914674], [1.090779, -3.879999, -8.447277], [0.758132, -4.184474, -7.112220], [1.429495, -5.343778, -6.644565], [1.534897, -5.327225, -5.134796], [2.585524, -4.501208, -4.647226], [2.376188, -3.096336, -4.712274], [1.394994, -2.581368, -3.680660], [0.061096, -2.815159, -4.098561], [-0.834860, -2.857731, -3.005837], [0.806874, -4.697453, -9.120437], [0.545372, -2.982197, -8.733109], [2.164528, -3.677906, -8.543782], [2.434644, -5.406684, -7.076214], [0.846715, -6.219434, -6.962618], [1.793952, -6.337720, -4.809713], [0.581520, -5.072363, -4.669615], [2.097311, -2.783435, -5.719831], [3.351169, -2.654694, -4.492338], [1.526329, -1.495347, -3.565321], [1.586326, -3.071538, -2.718190], [-0.576731, -3.666118, -2.325331], [-1.833959, -3.039827, -3.401955], [-0.835882, -1.901075, -2.474181], [-5.032416, 8.045369, 2.873521], [-5.311952, 7.722475, 4.220014], [-4.668456, 6.526577, 4.624080], [-4.489398, 6.495292, 6.128270], [-3.380573, 7.262980, 6.582013], [-3.533389, 8.677297, 6.565002], [-4.436173, 9.203157, 7.660534], [-5.800607, 9.035485, 7.308144], [-6.643959, 8.998541, 8.437443], [-5.382032, 7.257157, 2.198587], [-5.552822, 8.972049, 2.636753], [-3.957968, 8.204502, 2.728143], [-3.688545, 6.435212, 4.140101], [-5.301216, 5.682235, 4.316537], [-4.256428, 5.465428, 6.411747], [-5.404044, 6.773740, 6.654126], [-3.850495, 9.028709, 5.582122], [-2.530741, 9.072229, 6.744003], [-4.253591, 10.277732, 7.796569], [-4.215774, 8.679189, 8.597995], [-6.385848, 8.155649, 9.088434], [-7.665902, 8.866456, 8.085985], [-6.584222, 9.936859, 9.000768], [6.024254, -12.214249, -8.231129], [5.093208, -11.165724, -8.375971], [3.922841, -11.375164, -7.602047], [3.232976, -10.059195, -7.310741], [3.825982, -9.327002, -6.245967], [5.066542, -8.687040, -6.521933], [4.931027, -7.454831, -7.389352], [4.796901, -7.820364, -8.756592], [4.149394, -6.824209, -9.516164], [5.598726, -13.167702, -8.563769], [6.891023, -11.980658, -8.846960], [6.353496, -12.300090, -7.188927], [4.170553, -11.871314, -6.656336], [3.245965, -12.019520, -8.179544], [2.219961, -10.284836, -6.969080], [3.142430, -9.447641, -8.210061], [5.791694, -9.389675, -6.935459], [5.442599, -8.366662, -5.547755], [5.835104, -6.838277, -7.297272], [4.064089, -6.872975, -7.059770], [3.134219, -6.651911, -9.140488], [4.085109, -7.174539, -10.545054], [4.722720, -5.889841, -9.496584]],
  "atomic_forces_ev_per_a": [[0.226, 0.310, 0.071], [-0.306, -1.038, -0.518], [-0.119, 0.795, 0.944], [-0.125, -0.168, -0.609], [0.275, -0.499, 0.378], [-0.044, 0.797, 0.314], [-0.015, -0.114, 0.178], [0.600, -0.903, 0.358], [-0.527, 0.531, -0.138], [-0.211, -1.345, -0.468], [-0.007, -0.112, 0.110], [-0.666, 1.061, 0.559], [0.404, -0.508, 0.125], [-0.514, -0.068, 0.311], [0.658, 0.820, -0.457], [-0.359, -0.212, 0.624], [-0.127, 0.861, 0.396], [1.393, 0.717, -0.726], [0.134, -0.655, -0.280], [0.164, -0.523, -0.455], [-1.158, -0.741, 0.342], [0.024, -0.172, -0.083], [0.313, 0.925, 0.310], [-1.339, -0.994, -1.401], [1.021, 0.519, 0.446], [0.419, 0.258, 0.356], [0.517, -0.257, 0.359], [0.525, 1.316, 1.480], [-0.592, 0.092, -0.163], [-0.313, -0.597, -1.094], [0.134, -0.131, 0.013], [0.126, -0.092, 0.117], [0.018, -0.015, 0.106], [-0.089, 0.157, -0.121], [-0.036, 0.102, -0.161], [-0.170, 0.239, -0.041], [0.052, -0.220, 0.050], [-0.060, 0.041, -0.176], [0.062, 0.094, -0.089], [-0.150, -0.129, -0.210], [-0.113, 0.305, 0.064], [-0.190, 0.104, 0.132], [0.210, -0.020, 0.138], [0.066, 0.077, -0.162], [0.140, 0.158, 0.041], [0.362, -0.159, -0.295], [0.326, -0.250, -0.109], [-0.148, -0.163, -0.328], [0.050, -0.081, -0.107], [-0.183, 0.159, -0.059], [-0.098, -0.079, 0.058], [-0.123, 0.117, -0.090], [0.045, -0.245, 0.023], [-0.179, -0.051, 0.019], [-0.158, 0.135, 0.142], [0.112, 0.242, 0.099], [0.006, 0.029, 0.055], [0.023, -0.025, 0.052], [-0.045, 0.059, -0.169], [0.239, 0.108, 0.098], [0.168, -0.091, 0.567], [-0.377, -0.204, -0.003], [-0.276, -0.071, -0.140], [0.032, 0.042, -0.158], [-0.016, 0.021, 0.050], [-0.118, -0.182, -0.345], [-0.037, 0.009, 0.131], [-0.100, -0.002, 0.105], [0.229, 0.165, -0.025], [-0.443, 0.128, 0.052], [0.156, -0.183, 0.066], [-0.071, 0.041, -0.063], [0.193, -0.033, 0.124], [-0.275, 0.144, -0.276], [-0.032, -0.180, 0.010], [0.091, -0.045, -0.543], [0.074, 0.007, -0.068], [-0.049, -0.030, 0.035], [0.014, -0.083, -0.078], [0.010, 0.023, 0.012], [0.177, -0.144, 0.024], [0.071, 0.020, -0.021], [-0.062, 0.120, -0.161], [-0.201, 0.015, 0.043], [0.006, -0.048, 0.037], [0.169, -0.015, 0.130], [0.048, 0.001, 0.000], [0.033, 0.056, 0.094], [0.025, 0.052, -0.045], [0.013, -0.003, 0.101], [-0.108, 0.013, 0.062], [0.213, 0.162, 0.011], [-0.368, 0.098, 0.066], [0.174, -0.103, -0.030], [-0.061, -0.009, 0.019], [0.191, -0.033, 0.098], [-0.256, 0.181, -0.283], [-0.005, -0.267, 0.087], [0.010, 0.104, -0.179], [0.101, -0.009, -0.063], [-0.050, -0.025, 0.060], [0.004, -0.094, -0.078], [0.007, -0.056, 0.014], [0.171, -0.146, -0.010], [0.056, 0.018, -0.001], [-0.076, 0.123, -0.171], [-0.197, 0.012, 0.052], [0.006, -0.051, 0.033], [0.169, -0.030, 0.123], [0.047, -0.003, -0.002], [0.014, 0.059, 0.098], [0.025, 0.021, -0.040], [-0.008, -0.055, 0.110], [-0.054, 0.092, -0.085], [0.147, 0.055, 0.202], [0.048, 0.117, -0.377], [-0.123, -0.031, 0.174], [0.043, 0.002, -0.089], [-0.064, 0.070, 0.211], [0.289, -0.173, -0.360], [-0.271, -0.067, 0.023], [0.193, -0.122, 0.048], [0.045, -0.060, 0.065], [-0.050, 0.026, -0.043], [-0.034, -0.107, 0.005], [-0.028, 0.011, 0.020], [-0.096, -0.066, 0.161], [0.030, -0.011, 0.059], [0.171, -0.082, -0.091], [-0.034, 0.057, -0.195], [-0.068, 0.012, 0.014], [-0.066, 0.090, 0.201], [0.009, -0.005, 0.055], [0.004, 0.135, -0.005], [0.045, -0.032, 0.022], [-0.127, 0.090, -0.005]],
  "lowdin_charge": [0.01, -0.47, 0.07, -0.12, -0.07, -0.17, -0.16, -0.16, -0.13, -0.38, -0.10, -0.16, -0.22, -0.04, -0.15, -0.15, -0.04, -0.11, -0.10, -0.04, -0.29, 0.04, -0.07, -0.38, -0.04, -0.06, 0.02, -0.53, 0.17, 0.10, 0.09, 0.07, 0.08, 0.09, 0.09, 0.08, 0.11, 0.13, 0.08, 0.11, 0.09, 0.10, 0.12, 0.10, 0.11, 0.11, 0.12, 0.08, 0.10, 0.11, 0.11, 0.11, 0.13, 0.13, 0.11, 0.11, 0.12, 0.07, 0.14, 0.10, 0.14, 0.08, 0.08, 0.08, 0.08, 0.07, 0.09, -0.11, -0.20, -0.21, -0.17, -0.13, -0.18, -0.20, -0.19, -0.10, 0.09, 0.09, 0.09, 0.10, 0.13, 0.13, 0.12, 0.12, 0.13, 0.13, 0.13, 0.08, 0.10, 0.07, -0.10, -0.20, -0.21, -0.18, -0.13, -0.18, -0.20, -0.20, -0.11, 0.08, 0.09, 0.09, 0.13, 0.13, 0.11, 0.12, 0.12, 0.13, 0.13, 0.13, 0.09, 0.09, 0.09, -0.11, -0.20, -0.20, -0.18, -0.13, -0.18, -0.19, -0.20, -0.11, 0.09, 0.09, 0.09, 0.13, 0.13, 0.13, 0.12, 0.12, 0.13, 0.13, 0.11, 0.07, 0.09, 0.09],
  "homo_lumo_gap_ev": 9.29,
  "e_above_lowest_kj_mol": 47.3,
  "smiles": "CC(=O)N(C)CCCC[C@](CCCNCc1ccccc1O)(C[C@@H](C)O)OC(N)=O.COCCOCCOC.COCCOCCOC.COCCOCCOC",
  "charge": 0,
  "largest_force_ev_per_a": 2.178
}